Density functional theory data (ωB97M-V/def2-TZVPD) for an isolated molecule of C10H11NO2 at a distorted geometry.

Geometry as XYZ:
```
24
Properties=species:S:1:pos:R:3:nbo_charge:R:1
C 3.341 0.706 0.378 -0.22
C 2.150 1.410 0.452 -0.19
C 3.231 -0.655 0.194 -0.20
C 0.875 0.789 0.244 -0.21
C 2.014 -1.334 0.071 -0.22
C 0.811 -0.583 -0.041 -0.04
C -1.522 -0.507 0.872 0.67
C -1.450 -0.332 -1.284 -0.22
C -0.571 -1.068 -0.220 0.13
C -3.082 1.308 -0.099 -0.43
N -2.299 0.129 -0.058 -0.42
O -1.621 -0.498 2.052 -0.57
O -0.677 -2.461 -0.469 -0.69
H 4.240 1.302 0.549 0.22
H 2.140 2.497 0.743 0.21
H 4.171 -1.201 0.142 0.22
H -0.040 1.379 0.133 0.21
H 1.812 -2.346 -0.148 0.22
H -1.055 0.571 -1.868 0.20
H -2.178 -0.890 -1.968 0.22
H -3.234 1.503 0.973 0.23
H -2.583 2.152 -0.434 0.20
H -4.031 1.055 -0.527 0.21
H -0.441 -2.927 0.311 0.47
```

net charge = 0
energy above the lowest of the compared OMol25 structures with the same formula, charge and spin = 2.455 eV
E_LUMO = 0.75 eV
frontier orbital gap = 9.97 eV
SMILES = CN1C[C@@](O)(c2ccccc2)C1=O

=====

Density functional theory data (ωB97M-V/def2-TZVPD) for an isolated molecule of C10H11NO2S at a distorted geometry.

Geometry as XYZ:
```
25
Properties=species:S:1:pos:R:3:nbo_charge:R:1
C 2.489 1.585 -1.219 -0.19
C 2.461 1.674 0.167 -0.21
C 1.306 1.503 -1.933 -0.21
C 1.259 1.667 0.839 -0.17
C 0.091 1.492 -1.271 -0.18
C 0.055 1.577 0.125 -0.11
C -1.148 1.436 0.840 0.28
C -1.980 -0.826 0.898 -0.33
C -1.942 -1.257 -0.528 -0.67
C -0.981 -1.402 1.854 -0.66
N -1.921 1.911 1.633 0.03
O -4.378 -0.045 0.459 -0.94
O -2.925 1.458 2.236 -0.45
S -3.498 -0.363 1.570 1.34
H 3.438 1.585 -1.734 0.22
H 3.388 1.743 0.719 0.22
H 1.327 1.432 -3.012 0.22
H 1.223 1.743 1.915 0.22
H -0.835 1.438 -1.822 0.23
H -2.876 -0.971 -1.008 0.25
H -1.824 -2.340 -0.601 0.21
H -1.112 -0.802 -1.070 0.22
H -1.086 -0.956 2.843 0.22
H 0.037 -1.228 1.501 0.22
H -1.107 -2.484 1.951 0.22
```

net charge = 0
energy above the lowest of the compared OMol25 structures with the same formula, charge and spin = 3.172 eV
E_LUMO (alpha / beta) = -0.37 / -0.37 eV
frontier orbital gap (alpha / beta) = 7.90 / 7.90 eV

=====

Density functional theory data (ωB97M-V/def2-TZVPD) for an isolated molecule of C10H11NOS at a distorted geometry.

Geometry as XYZ:
```
24
Properties=species:S:1:pos:R:3:nbo_charge:R:1
C 0.271 -1.940 -2.197 -0.25
C 0.482 -0.539 -2.117 -0.15
C 0.640 1.530 -0.793 -0.26
C -0.548 -2.522 -1.252 0.04
C -0.020 0.206 -1.040 -0.03
C -0.820 -0.507 -0.160 0.11
C -1.279 0.095 1.065 -0.30
C 0.911 2.153 0.590 -0.40
C 1.894 1.227 -0.039 -0.41
C -1.017 -0.765 2.273 -0.66
N -1.062 -1.826 -0.235 -0.41
O -2.946 1.861 2.253 -0.90
S -2.329 1.376 0.989 1.15
H 0.554 -2.568 -3.034 0.22
H 1.351 -0.154 -2.666 0.22
H 0.885 2.082 -1.671 0.23
H -0.670 -3.649 -1.317 0.20
H 1.234 3.192 0.541 0.23
H 0.420 1.794 1.501 0.23
H 1.967 0.206 0.082 0.21
H 2.747 1.749 -0.334 0.21
H 0.081 -0.533 2.461 0.22
H -1.015 -1.828 2.053 0.26
H -1.732 -0.641 3.045 0.24
```

net charge = 0
energy above the lowest of the compared OMol25 structures with the same formula, charge and spin = 3.672 eV
E_LUMO (alpha / beta) = -0.27 / -0.27 eV
frontier orbital gap (alpha / beta) = 8.32 / 8.32 eV

=====

Density functional theory data (ωB97M-V/def2-TZVPD) for a structure of composition C10H11NPbS at a distorted geometry.

Geometry as XYZ:
```
24
Properties=species:S:1:pos:R:3:nbo_charge:R:1
Pb -1.028 0.516 -0.920 0.96
C 0.629 -0.666 -2.115 -1.07
H -0.106 -1.257 -2.708 0.20
H 1.115 0.111 -2.715 0.20
H 1.323 -1.288 -1.573 0.21
H 2.919 -0.766 -0.252 0.00
H 2.582 -0.340 0.295 0.00
S -3.107 -2.481 1.895 0.40
C -2.771 -3.381 0.447 -0.39
C -1.875 -2.683 -0.381 -0.29
C -1.517 -1.430 0.153 -0.36
C -2.027 -1.213 1.405 -0.32
C -1.795 -0.011 2.174 0.21
C -2.392 0.239 3.428 -0.24
C -2.031 1.372 4.138 -0.15
C -1.040 2.221 3.617 -0.28
C -0.507 1.947 2.356 0.06
N -0.940 0.916 1.607 -0.50
H -3.245 -4.337 0.245 0.24
H -1.506 -3.057 -1.333 0.23
H -3.128 -0.476 3.787 0.23
H -2.523 1.593 5.091 0.22
H -0.706 3.094 4.153 0.22
H 0.277 2.588 1.933 0.20
```

net charge = 0
energy above the lowest of the compared OMol25 structures with the same formula, charge and spin = 0.531 eV
E_LUMO = -0.08 eV
frontier orbital gap = 7.40 eV